Record 1
Density functional theory data (wB97M-V/def2-TZVPD) for a single C15H30O2 molecule in a non-equilibrium geometry.

Structure (XYZ):
```
47
Properties=species:S:1:pos:R:3:forces:R:3
O -1.329006 -4.420253 -1.365520 0.345 -0.055 0.054
O -1.130130 -1.513289 0.788572 -0.642 -0.873 -0.437
C -1.123380 -5.840939 -1.324093 -0.691 0.978 -0.112
C -0.780147 -3.664164 -0.270744 -1.075 -0.463 -0.243
C -1.258050 -2.229613 -0.464381 0.260 0.650 0.840
C 0.402283 3.984076 0.574578 0.466 0.166 0.696
C 0.218372 4.553455 1.991092 -0.626 -0.188 -0.332
C 1.891221 3.726113 0.342486 -0.502 -0.201 -0.402
C -1.204163 4.250558 2.503530 0.990 0.343 0.363
C 2.120980 3.042273 -1.009791 0.221 0.046 0.303
C -1.310296 2.777024 2.929724 -1.178 0.790 -0.450
C 1.988911 1.499220 -1.019200 0.316 -0.262 -1.341
C -2.143705 1.961633 1.949885 -0.075 -0.920 -0.204
C 0.588537 0.832571 -0.962619 0.298 0.734 0.633
C -1.787531 0.467518 1.960267 -0.500 -0.828 0.223
C 0.275227 0.383968 0.463448 -0.390 -0.034 -0.302
C -1.205982 -0.086700 0.671641 1.329 -0.618 0.148
H -1.907599 -6.306828 -0.713672 0.087 -0.067 -0.189
H -0.172776 -6.081691 -0.903514 0.862 -0.180 0.393
H -1.137373 -6.213667 -2.355387 -0.223 0.125 0.289
H 0.311387 -3.680297 -0.314645 0.038 -0.236 0.291
H -1.178924 -4.059249 0.686974 0.431 0.198 -0.302
H -2.305340 -2.195149 -0.789399 0.171 -0.142 -0.092
H -0.609763 -1.760121 -1.208778 -0.236 0.050 -0.167
H -0.019460 4.701254 -0.159422 0.332 -0.383 0.220
H -0.146047 3.045981 0.453918 0.008 0.164 0.073
H 0.403953 5.634832 1.957848 0.021 -0.154 0.112
H 0.959363 4.102188 2.685013 -0.389 0.282 -0.338
H 2.386548 4.718767 0.358689 0.088 -0.643 0.188
H 2.293135 3.052789 1.148275 -0.235 0.821 -0.524
H -1.343287 4.877593 3.378991 -0.409 0.223 0.065
H -1.938824 4.525365 1.725674 0.150 -0.135 0.426
H 3.123665 3.363423 -1.310017 0.065 -0.569 -0.272
H 1.448736 3.480137 -1.759193 -0.020 -0.124 0.085
H -1.776708 2.732990 3.927177 0.184 -0.216 -0.300
H -0.337647 2.339275 3.009938 0.763 -0.187 0.115
H 2.376843 1.164447 -1.996271 0.249 0.261 0.258
H 2.661141 1.029396 -0.280559 -0.271 0.274 -0.046
H -3.192516 2.030269 2.257302 0.066 0.252 -0.344
H -2.073654 2.271721 0.890305 0.000 0.444 0.573
H 0.558702 -0.023219 -1.649525 0.019 0.188 0.183
H -0.188179 1.531727 -1.295118 0.132 0.007 -0.113
H -1.043883 0.215761 2.722178 -0.258 0.103 0.289
H -2.714525 -0.085308 2.177644 0.450 -0.170 0.002
H 0.997031 -0.435642 0.703123 -0.854 0.414 0.117
H 0.493532 1.196583 1.169280 0.020 -0.054 -0.197
H -1.877263 0.157689 -0.158187 0.214 0.190 -0.231
```
Forces are in eV/Å.

Calculated values
- LUMO energy (eV) = 1.049
- 2S+1 = 1
- SMILES = COCCOC1CCCCCCCCCCC1

***

Record 2
Density functional theory data (wB97M-V/def2-TZVPD) for a molecular structure, C15H31BBaF4P2 in a non-equilibrium geometry.

Structure (XYZ):
```
54
Properties=species:S:1:pos:R:3:forces:R:3
P -0.871058 2.606278 0.943856 0.718 -0.981 -2.174
P 2.559546 -0.692045 1.962379 -0.408 0.467 -0.871
C -0.004922 0.967017 0.745989 0.506 -0.827 -0.365
C 0.938201 0.441248 1.865493 0.310 0.394 0.932
H 0.625735 1.050932 -0.188295 -0.948 0.566 1.110
H -0.833888 0.259374 0.593370 0.638 0.205 -0.112
H 1.422386 1.336834 2.285858 -0.328 -0.406 0.233
H 0.343298 -0.079914 2.634592 0.027 0.503 -0.059
C 3.048903 -1.301768 0.284644 0.430 0.373 -0.366
H 3.654449 -0.555874 -0.250666 -0.401 -0.284 0.278
H 2.233685 -1.669866 -0.349821 0.190 0.011 0.313
H 3.720457 -2.149609 0.470862 -0.155 0.039 0.048
C 1.952812 -2.314210 2.583155 -0.146 0.055 -0.012
H 1.757669 -3.032126 1.785131 -0.034 -0.026 0.146
H 1.053077 -2.169741 3.171187 -0.165 -0.137 0.228
H 2.740451 -2.689633 3.242228 -0.151 -0.098 -0.072
C -1.707134 2.967201 -0.649795 -0.152 0.619 0.107
H -1.692342 4.066398 -0.816099 0.062 -0.597 0.182
H -2.751609 2.656900 -0.670547 0.046 -0.064 0.173
H -1.225488 2.505841 -1.521923 0.256 0.009 0.210
C -2.137374 2.619028 2.211901 -0.189 -0.147 0.565
H -1.920080 1.791570 2.911381 -0.112 0.552 -0.047
H -3.135555 2.434690 1.766437 0.646 0.153 0.160
H -2.129382 3.602007 2.719508 -0.079 -0.591 -0.089
Ba 0.674089 -0.272266 -2.339326 2.328 1.396 -0.625
C -0.092318 -2.516111 -0.522538 -0.487 0.369 2.022
C 0.344048 -2.721483 -1.797670 0.519 -1.328 -1.760
C -0.637626 -2.745933 -2.984146 0.793 -0.435 0.198
C -1.872544 -1.763308 -2.904558 0.095 -0.308 -0.216
C -1.872744 -0.494044 -2.060556 -1.452 -0.137 0.853
C -2.236169 -0.447609 -0.761565 -1.269 0.176 -1.467
C -2.473265 -1.653569 0.081587 -0.481 -0.586 0.564
C -1.468536 -2.847611 -0.055585 -0.577 0.013 0.279
C 0.382200 3.856838 1.038860 0.285 0.318 1.104
H 0.573304 -2.258936 0.306509 -0.005 -0.331 -0.457
H 1.402952 -3.048933 -1.990130 -0.936 0.219 -0.103
H -1.033198 -3.754964 -3.264463 0.216 0.702 0.317
H 0.001493 -2.481742 -3.851315 -0.358 0.079 -0.259
H -2.079763 -1.403981 -3.933399 0.010 -0.339 0.380
H -2.732663 -2.360212 -2.564195 0.241 0.265 -0.167
H -1.744450 0.466518 -2.619695 -0.451 -0.385 0.164
H -2.646494 0.511852 -0.388818 0.720 -0.514 -0.044
H -3.482972 -2.061106 -0.147075 0.330 0.378 0.130
H -2.516114 -1.366996 1.143644 -0.017 0.121 -0.221
H -1.395382 -3.311633 0.948339 -0.106 0.183 -0.349
H -1.950562 -3.612595 -0.682859 0.315 0.179 -0.030
H 1.130282 3.568128 1.799018 -0.259 0.295 -0.314
H -0.074523 4.824061 1.275080 0.161 -0.115 0.020
H 0.889728 3.912212 0.078951 0.043 -0.170 -0.145
F 4.294517 1.161749 -0.691482 -0.462 1.257 0.410
B 3.515178 2.283121 -0.274288 -0.395 -0.254 -0.876
F 2.238662 2.202998 -1.111841 0.679 -0.195 0.551
F 3.085655 2.191121 1.065887 0.273 -0.068 -0.551
F 4.135382 3.493901 -0.523195 -0.317 -0.571 0.074
```
Forces are in eV/Å.

Calculated values
- LUMO energy (spin up / spin down) (eV) = -0.268 / -0.231
- 2S+1 = 1

***

Record 3
Density functional theory data (wB97M-V/def2-TZVPD) for a molecular structure, C15H31ClO4P2Pb in a non-equilibrium geometry.

Structure (XYZ):
```
54
Properties=species:S:1:pos:R:3:forces:R:3
P -1.010679 -1.082219 -2.711519 0.389 -0.636 -0.646
P -0.453583 -3.081965 -0.394600 -0.336 -0.705 -0.340
C -0.897323 -2.894791 -3.176326 -0.085 0.504 -0.064
C -1.192505 -3.789302 -1.976986 0.126 0.118 0.482
H 0.117102 -3.060795 -3.573599 -0.288 -0.038 0.160
H -1.622184 -3.069145 -3.981247 0.270 -0.124 -0.069
H -2.276084 -3.900918 -1.802613 0.319 0.077 -0.156
H -0.759361 -4.788192 -2.122107 -0.296 0.064 0.025
C 1.185820 -3.914547 -0.556128 -0.019 0.104 0.174
H 1.720666 -3.827020 0.397004 0.040 -0.033 -0.236
H 1.777361 -3.438543 -1.347433 -0.057 -0.091 0.188
H 1.027548 -4.973111 -0.798805 0.179 0.163 0.064
C -1.258757 -4.263582 0.755238 0.137 -0.112 0.064
H -1.061425 -5.293643 0.431099 -0.151 0.090 0.214
H -2.339709 -4.074355 0.761102 0.237 -0.079 0.096
H -0.853198 -4.100762 1.760763 -0.182 -0.149 -0.118
C -0.307354 -0.384315 -4.248244 -0.258 0.033 -0.164
H -0.383234 0.707506 -4.194165 0.097 -0.174 -0.174
H -0.862001 -0.763825 -5.114756 0.226 0.183 -0.080
H 0.747672 -0.675755 -4.316494 -0.212 0.139 -0.042
C -2.805817 -0.862489 -3.034518 0.042 0.152 -0.016
H -3.393372 -1.349742 -2.246746 0.073 0.136 -0.169
H -3.049817 -1.303828 -4.009337 -0.135 0.145 0.174
H -3.031950 0.210669 -3.041244 -0.109 -0.230 0.012
Pb -0.166594 4.061304 3.970778 -0.331 -0.174 0.005
C 0.142470 -0.116536 2.271147 0.078 0.324 0.431
C 1.367709 -0.149930 1.749384 0.190 -0.406 0.010
C 1.720743 -0.294202 0.289784 0.280 -0.022 -0.490
C 2.004123 1.012885 -0.473361 0.191 -0.092 -0.013
C 0.924438 2.055187 -0.448343 -0.477 0.313 0.230
C -0.374846 1.884613 -0.167682 0.131 0.368 0.330
C -1.099550 0.593342 0.099885 -0.217 -0.689 -0.002
C -1.160434 0.067275 1.556443 -0.498 0.006 -0.394
C 0.394994 5.196856 2.149061 0.028 0.278 -0.506
H 0.035473 -0.205410 3.359162 0.197 0.193 -0.261
H 2.232928 -0.208009 2.421209 -0.415 0.006 -0.045
H 0.964242 -0.878715 -0.249071 0.295 0.193 0.281
H 2.650753 -0.886361 0.243214 -0.283 0.106 -0.007
H 2.924637 1.455710 -0.063721 -0.204 0.035 -0.088
H 2.239735 0.773805 -1.524376 -0.015 -0.014 0.236
H 1.273973 3.074151 -0.656749 -0.184 -0.296 0.086
H -1.026529 2.774129 -0.111372 0.485 -0.275 -0.193
H -0.711163 -0.216695 -0.542743 -0.364 0.729 0.548
H -2.146533 0.750015 -0.216225 0.279 -0.159 0.047
H -1.820127 0.735381 2.140227 0.334 -0.169 0.037
H -1.691378 -0.907517 1.535224 0.152 0.411 -0.029
H -0.011437 6.222648 2.136487 0.097 -0.425 -0.024
H 0.036851 4.633057 1.273597 0.110 0.295 0.165
H 1.493120 5.250273 2.124209 -0.363 0.002 -0.040
O 2.839174 5.313465 6.428944 -0.623 0.049 -1.023
Cl 2.203195 5.493959 5.159356 -0.018 -0.183 -0.183
O 0.758145 5.878865 5.329642 1.039 -0.320 -0.050
O 2.871892 6.457419 4.336440 -0.496 -0.812 0.556
O 2.112180 4.153705 4.421112 0.594 1.191 1.009
```
Forces are in eV/Å.

Calculated values
- LUMO energy (eV) = -0.559
- 2S+1 = 1

***

Record 4
Density functional theory data (wB97M-V/def2-TZVPD) for a molecular structure, C15H31ClO4P2V in a non-equilibrium geometry.

Structure (XYZ):
```
54
Properties=species:S:1:pos:R:3:forces:R:3
P 0.101699 -2.933466 -1.503125 0.536 -2.538 -0.917
P 1.901707 -2.595376 1.051799 1.439 -2.263 0.167
C 1.420399 -4.227491 -1.201664 0.422 0.465 0.478
C 1.819315 -4.297223 0.276110 -0.666 0.156 -0.379
H 2.284940 -3.959366 -1.828820 -0.228 -0.081 0.188
H 1.031332 -5.196941 -1.546200 0.080 0.338 -0.043
H 1.084807 -4.879970 0.853662 0.199 0.156 -0.178
H 2.804612 -4.772389 0.391686 -0.288 0.160 0.118
C 3.713119 -2.311438 0.845541 -0.253 1.006 -0.340
H 3.999107 -1.436131 1.442817 0.107 -0.213 -0.185
H 3.948257 -2.110907 -0.207272 0.057 -0.046 0.258
H 4.269085 -3.193326 1.190296 -0.292 0.197 -0.031
C 1.916523 -3.125747 2.810657 -0.742 0.757 0.202
H 2.683194 -3.894179 2.973374 -0.137 0.198 -0.211
H 0.929163 -3.521251 3.079240 0.263 0.057 0.056
H 2.128728 -2.250711 3.437366 -0.010 -0.300 0.032
C 0.259113 -2.842587 -3.331038 -0.013 1.092 0.081
H -0.567010 -2.235971 -3.722156 0.209 -0.188 -0.111
H 0.222598 -3.848025 -3.769744 -0.014 0.173 0.269
H 1.207669 -2.356214 -3.590131 -0.232 -0.134 -0.069
C -1.366357 -4.047278 -1.420119 -0.490 0.779 0.630
H -1.554779 -4.349853 -0.382518 -0.040 -0.002 -0.265
H -1.194886 -4.935326 -2.042580 0.083 0.326 0.110
H -2.241372 -3.498004 -1.790482 0.086 -0.269 0.111
V -1.115857 3.068024 0.496833 -0.441 1.755 -0.527
C -0.277214 1.750390 2.036063 1.465 0.511 0.220
C 0.777782 2.191615 1.210811 -0.659 -0.505 1.263
C 1.250079 1.466830 -0.015887 0.988 -0.670 -0.540
C 0.610046 1.841359 -1.373664 0.918 0.113 -0.256
C -0.860600 2.074743 -1.400363 -1.318 -0.987 0.187
C -1.825467 1.375239 -0.626751 0.357 0.882 -1.504
C -1.499456 0.247071 0.296612 -0.098 -1.332 0.142
C -1.157541 0.571469 1.771709 -0.753 -0.402 0.129
C -2.752713 4.722456 -0.553049 -0.748 0.439 -0.388
H -0.307945 2.101609 3.074249 -0.020 0.212 -0.440
H 1.512621 2.876678 1.653872 -0.595 0.079 -0.143
H 1.195251 0.371777 0.119408 -0.134 0.453 0.129
H 2.328942 1.676782 -0.133620 -0.451 -0.044 0.123
H 1.113007 2.739875 -1.772351 -0.212 -0.249 0.171
H 0.886298 1.043502 -2.085304 -0.204 0.190 0.087
H -1.202241 2.627297 -2.286291 -0.070 -0.006 0.571
H -2.879361 1.442032 -0.937876 0.515 0.174 0.164
H -0.701638 -0.383120 -0.131602 -0.229 0.381 0.093
H -2.383232 -0.413714 0.337148 0.302 0.307 -0.033
H -2.094272 0.708202 2.340885 0.306 -0.006 -0.209
H -0.722586 -0.354804 2.193722 0.085 0.440 -0.023
H -3.719118 5.091469 -0.204080 -0.028 -0.377 0.137
H -2.854970 3.715354 -1.014751 -0.118 0.364 0.246
H -2.461564 5.421686 -1.344370 0.485 -0.075 0.252
O -1.284751 8.045947 2.080208 -0.882 -1.102 -0.700
Cl -2.314416 7.241359 1.398952 -1.204 2.172 -0.078
O -3.533078 7.052483 2.243260 1.740 -0.263 -1.110
O -2.686778 7.817439 0.065438 0.632 -1.067 1.613
O -1.840189 4.688119 0.544087 0.293 -1.213 0.453
```
Forces are in eV/Å.

Calculated values
- LUMO energy (spin up / spin down) (eV) = -9.413 / -9.735
- 2S+1 = 2
- expectation value of S² = 0.759
- net charge = +2

***

Record 5
Density functional theory data (wB97M-V/def2-TZVPD) for a molecular structure, C15H31FN7Ti.

Structure (XYZ):
```
55
Properties=species:S:1:pos:R:3:forces:R:3
Ti 0.140970 0.035402 0.635623 -0.051 0.169 0.475
C 2.419074 -1.924304 -0.094927 0.001 -0.052 0.019
C 3.097243 -0.575123 0.035721 0.038 0.053 -0.037
N 2.171073 0.540122 -0.268461 -0.041 -0.003 0.074
C 2.006412 0.848317 -1.704773 0.147 0.044 0.046
C 1.051273 -0.131958 -2.291235 -0.177 0.057 -0.103
C 1.124553 -0.600655 -3.572610 0.188 -0.038 0.098
C 0.176614 -1.513648 -4.058405 -0.019 0.011 0.027
C -0.843165 -1.894214 -3.167877 -0.065 -0.032 0.053
C -0.902753 -1.368946 -1.908788 -0.042 -0.056 -0.015
C -2.022670 -1.651139 -0.957619 -0.045 -0.091 0.009
N -1.542424 -1.559078 0.436358 0.100 0.152 0.049
C -1.035362 -2.825734 0.997223 -0.074 -0.025 0.005
C 0.350155 -3.112557 0.457103 0.036 -0.053 -0.004
N 1.217965 -1.968735 0.753487 -0.022 0.073 -0.121
N 0.031560 -0.475640 -1.408357 -0.034 0.169 -0.024
H 3.127059 -2.716774 0.168710 0.007 0.020 -0.013
H 2.101281 -2.092853 -1.123489 0.020 -0.007 -0.005
H 3.970163 -0.539107 -0.623745 -0.001 -0.010 0.029
H 3.431186 -0.428823 1.062910 0.004 -0.032 -0.013
H 2.549020 1.357514 0.195828 0.003 -0.011 0.004
H 2.962721 0.850022 -2.236829 -0.033 -0.003 -0.004
H 1.601470 1.867141 -1.749789 -0.015 -0.028 -0.036
H 1.941960 -0.262023 -4.197505 0.005 -0.030 -0.020
H 0.231398 -1.910094 -5.059455 -0.001 -0.001 -0.018
H -1.611200 -2.594367 -3.473800 0.003 -0.005 -0.011
H -2.477795 -2.626534 -1.158331 0.016 0.031 -0.015
H -2.815547 -0.903881 -1.065402 0.028 0.013 -0.017
H -2.303443 -1.234094 1.017034 -0.025 -0.025 -0.030
H -1.713745 -3.656450 0.776659 0.028 0.007 0.001
H -0.994827 -2.710508 2.083928 0.023 -0.015 -0.003
H 0.308226 -3.225061 -0.627084 -0.015 -0.018 0.007
H 0.740828 -4.047537 0.870486 -0.028 0.018 0.002
H 1.501559 -1.976284 1.730450 -0.022 0.040 0.010
N -1.272492 0.330951 2.697002 0.064 -0.145 -0.204
C -1.579331 1.744473 2.947388 -0.067 0.044 0.074
C -0.355102 2.591078 2.663356 0.021 0.051 0.006
N 0.169468 2.410695 1.297293 0.054 -0.218 -0.156
C -0.332706 3.379499 0.315973 0.032 0.092 -0.022
C -1.745178 3.045812 -0.128101 -0.010 0.041 -0.034
N -1.790856 1.633841 -0.507945 0.017 -0.146 -0.006
H -2.063356 -0.234923 2.986987 0.005 -0.006 -0.018
H -0.474955 0.056635 3.266726 -0.004 -0.002 0.011
H -1.884441 1.922925 3.983533 0.019 0.003 -0.019
H -2.418830 2.025498 2.313626 0.005 0.001 0.001
H 0.436350 2.289974 3.349508 -0.020 0.005 0.012
H -0.581039 3.645776 2.855213 -0.018 -0.023 -0.004
H 1.173756 2.520538 1.362881 -0.011 -0.002 0.040
H 0.331230 3.337038 -0.552117 -0.026 0.000 0.002
H -0.293750 4.405415 0.700316 -0.015 -0.027 0.009
H -2.031317 3.725748 -0.936488 0.008 -0.029 0.003
H -2.452536 3.214948 0.682403 0.012 0.022 0.008
H -1.348619 1.491497 -1.411514 0.015 -0.029 0.021
H -2.745960 1.311772 -0.616237 -0.030 0.076 0.045
F 1.268831 0.178412 2.257156 0.013 -0.028 -0.188
```
Forces are in eV/Å.

Calculated values
- LUMO energy (spin up / spin down) (eV) = -2.309 / -2.336
- 2S+1 = 3
- expectation value of S² = 2.026
- net charge = +1